(1)
C5H7I in the gas phase at a distorted geometry. Source: the Open Molecules 2025 dataset; level of theory: wB97M-V/def2-TZVPD.

Geometry as XYZ:
```
13
Properties=species:S:1:pos:R:3:forces:R:3
C -1.030 -0.369 0.627 2.523 -2.576 1.543
C 1.042 -0.877 -1.022 1.096 -0.335 0.445
C 0.247 -0.056 -0.346 -0.784 0.871 1.584
C -1.339 -0.618 2.228 1.391 0.466 -2.797
C 0.261 1.428 -0.566 0.516 2.380 -2.471
I 0.275 -1.610 3.044 0.110 -0.017 0.128
H -1.671 0.379 0.372 -2.223 1.887 -0.764
H -1.453 -1.351 0.349 -0.185 0.148 -0.222
H 1.117 -1.888 -0.671 -0.403 -0.723 -0.301
H 1.863 -0.623 -1.755 -1.282 0.292 0.985
H -0.478 1.622 -1.407 0.141 -0.019 1.187
H 1.204 1.864 -1.172 -1.590 -1.168 2.000
H -0.038 2.099 0.319 0.689 -1.206 -1.316
```
Positions in Å, forces in eV/Å.

## Properties
Energy above the lowest of the compared OMol25 structures with the same formula, charge and spin: 379.9 kJ/mol
LUMO: -0.90 eV
Highest occupied orbital energy: -8.8 eV
Kohn-Sham gap: 0.2916 Ha


(2)
2 unconnected molecules or ions with the total composition C3H5N3 at a distorted geometry. Source: the Open Molecules 2025 dataset; level of theory: wB97M-V/def2-TZVPD.

Geometry as XYZ:
```
11
Properties=species:S:1:pos:R:3:forces:R:3
C -1.955 -0.217 0.024 -0.376 -0.120 0.094
N -0.651 -0.038 -0.549 0.338 0.511 -0.186
C 0.271 0.631 -0.178 -0.530 -0.534 -0.255
N 1.246 1.357 0.083 -1.002 0.386 0.166
H -2.625 -0.476 -0.795 -0.140 -0.057 0.213
H -1.967 -1.015 0.770 0.035 0.009 -0.083
H -2.301 0.715 0.487 -0.016 -0.215 -0.033
H 0.718 2.239 -0.008 1.126 0.685 -0.021
C 2.435 -1.036 0.056 -0.443 -1.098 -0.062
N 1.531 -1.743 -0.065 1.135 0.376 0.187
H 3.298 -0.418 0.174 -0.128 0.057 -0.018
```
Positions in Å, forces in eV/Å.

## Properties
Energy above the lowest of the compared OMol25 structures with the same formula, charge and spin: 223.2 kJ/mol
LUMO: 0.88 eV
SMILES string: CN=C=N.C#N
Highest occupied orbital energy: -9.7 eV
Kohn-Sham gap: 0.3893 Ha


(3)
3 unconnected molecules or ions with the total composition C35H61B2BrFN4O11S3 at a distorted geometry. Source: the Open Molecules 2025 dataset; level of theory: wB97M-V/def2-TZVPD.

Geometry as XYZ:
```
118
Properties=species:S:1:pos:R:3:forces:R:3
C 2.390 1.204 2.801 -0.552 0.012 -0.549
C 1.229 1.065 1.843 -0.406 0.348 0.008
S -0.277 1.007 2.851 -0.370 -0.226 0.236
C -1.660 1.525 1.778 0.977 -0.098 -0.229
N -2.480 0.488 1.142 0.682 0.011 1.522
C -2.036 -0.116 0.025 -0.348 0.797 -0.606
N -1.854 0.650 -1.024 0.080 0.198 -0.503
C -1.344 0.254 -2.320 0.437 0.294 0.260
C 0.155 0.116 -2.365 -0.667 0.467 -0.548
O 0.750 1.402 -2.605 0.668 0.020 0.196
C 0.905 1.640 -3.927 1.706 0.591 -0.902
O 1.949 1.996 -4.429 -1.634 -0.183 0.958
N -1.836 -1.444 -0.067 -1.338 -0.961 0.665
C -2.825 -2.185 -0.880 0.521 0.059 -1.495
C -2.284 -3.117 -1.987 0.264 0.226 0.663
C -0.786 -3.227 -2.142 0.423 -0.453 -0.641
N -0.386 -3.162 -3.549 -0.219 -0.127 -0.085
C 0.989 -3.652 -3.713 -0.494 -0.551 0.167
C 1.973 -2.720 -3.145 -1.670 -1.858 -0.968
C 2.370 -1.671 -3.857 -1.230 0.298 -3.352
C 3.214 -0.771 -3.397 1.298 2.770 -1.395
C 3.698 -0.914 -2.167 1.763 1.750 0.885
C 3.337 -1.973 -1.460 1.924 0.515 3.217
C 2.495 -2.864 -1.931 -1.265 -2.762 1.706
O 2.218 -3.922 -1.108 0.084 -0.554 0.325
C -1.546 -2.024 1.263 0.349 -0.424 -0.198
B -1.133 -3.558 1.148 0.250 -0.050 -0.273
O -2.033 -4.511 0.818 -0.980 0.176 -0.538
O 0.169 -3.894 1.323 0.334 0.347 0.376
C 0.475 -4.694 2.477 0.439 0.159 -0.508
C -2.535 -1.655 2.361 -0.319 0.302 0.479
C -3.407 -2.757 2.943 -0.314 -0.327 -0.440
C -2.759 -3.470 4.073 1.427 0.058 1.565
O -2.139 -2.937 4.953 -0.773 -0.686 -1.141
Br -2.967 -5.417 4.087 -0.103 0.306 0.011
C -3.325 -0.355 2.016 -0.252 -0.978 -0.226
C -3.633 0.299 3.352 0.205 1.039 -0.570
C -4.430 1.602 3.320 -0.303 -0.015 0.931
C -5.850 1.541 3.805 0.273 0.257 -0.104
F -4.419 2.225 2.078 -0.062 -0.061 -0.710
B -4.703 -0.659 1.263 -0.535 0.025 0.127
C -6.012 -1.214 1.915 0.883 -0.035 0.320
O -4.822 -0.356 -0.074 -0.013 0.331 -0.234
H 3.300 1.081 2.252 0.368 -0.043 -0.113
H 2.377 2.175 3.257 -0.012 0.485 0.378
H 2.332 0.445 3.556 0.209 -0.376 0.472
H 1.178 1.928 1.197 -0.087 0.346 -0.285
H 1.338 0.193 1.220 -0.055 -0.517 -0.181
H -1.211 2.133 1.019 0.206 0.373 -0.594
H -2.233 2.200 2.376 -0.583 0.084 0.151
H -2.088 1.618 -0.917 -0.269 0.276 0.049
H -1.838 -0.600 -2.732 -0.300 -0.711 0.104
H -1.571 1.060 -2.987 -0.424 0.512 -0.377
H 0.376 -0.533 -3.190 0.308 -0.499 -0.150
H 0.569 -0.265 -1.452 0.354 -0.225 0.405
H -0.005 1.503 -4.519 -0.176 -0.163 -0.146
H -3.438 -1.456 -1.360 -0.324 0.489 -0.259
H -3.510 -2.750 -0.283 -0.138 -0.234 0.866
H -2.698 -2.822 -2.932 -0.236 0.344 -0.532
H -2.663 -4.101 -1.798 -0.326 -0.548 0.083
H -0.486 -4.212 -1.783 0.151 -0.299 0.512
H -0.212 -2.490 -1.599 0.005 0.394 0.341
H -0.968 -3.855 -4.005 -0.194 0.163 -0.393
H 1.214 -3.805 -4.750 -0.151 0.091 -0.735
H 1.087 -4.627 -3.249 0.111 -0.438 0.245
H 1.983 -1.554 -4.851 -0.239 0.024 -0.496
H 3.494 0.066 -3.993 0.177 0.487 -0.410
H 4.387 -0.222 -1.745 0.435 0.576 0.190
H 3.730 -2.095 -0.480 0.206 -0.262 0.744
H 1.273 -4.050 -1.043 -0.232 -0.170 0.098
H -0.610 -1.579 1.538 0.502 0.448 0.246
H -1.640 -5.233 0.324 0.132 -0.510 0.356
H 0.191 -5.715 2.324 -0.250 -0.622 -0.021
H 0.029 -4.303 3.370 -0.502 0.243 0.434
H 1.532 -4.632 2.620 0.708 -0.085 -0.038
H -1.925 -1.355 3.193 0.514 0.169 0.400
H -3.788 -3.452 2.224 -0.039 -0.473 -0.526
H -4.287 -2.367 3.420 -0.504 0.467 0.242
H -4.150 -0.370 4.001 -0.446 -0.717 0.230
H -2.707 0.487 3.866 0.567 0.095 0.212
H -3.955 2.280 4.005 0.607 0.485 0.180
H -6.532 1.219 3.044 -0.394 -0.445 -0.259
H -6.124 2.537 4.092 -0.376 0.576 0.111
H -5.893 0.940 4.696 -0.234 -0.448 0.299
H -6.238 -2.197 1.536 -0.134 -0.505 -0.279
H -6.002 -1.265 2.989 -0.148 -0.067 0.491
H -6.812 -0.570 1.605 -0.577 0.315 -0.221
H -4.997 0.581 -0.196 0.065 0.270 -0.326
C 8.456 1.362 3.614 -0.040 -0.141 0.036
C 8.581 -0.093 3.141 -0.069 0.089 -0.007
C 7.337 -0.844 3.635 0.326 -0.089 -0.108
S 6.027 0.383 3.756 0.301 -0.016 -0.324
O 5.648 0.529 5.135 -0.224 -0.022 0.071
O 5.031 0.135 2.736 0.390 -0.184 0.234
C 7.029 1.788 3.280 0.260 0.131 -0.019
H 9.186 2.009 3.131 0.010 0.023 -0.005
H 8.618 1.417 4.691 -0.011 0.037 0.017
H 8.619 -0.119 2.051 -0.018 0.007 -0.013
H 9.491 -0.561 3.510 0.012 -0.025 0.013
H 7.026 -1.624 2.946 -0.143 -0.010 0.044
H 7.485 -1.265 4.627 -0.096 0.054 0.063
H 6.697 2.669 3.824 -0.134 -0.053 0.032
H 6.901 1.938 2.208 -0.053 -0.030 -0.009
C 0.631 6.748 -5.028 -0.148 0.036 -0.029
C -0.590 7.572 -4.596 0.054 -0.109 0.002
C -1.841 6.833 -5.092 0.056 0.327 0.136
S -1.398 5.091 -5.160 0.305 0.273 0.222
O -1.426 4.658 -6.531 -0.161 -0.212 -0.017
O -2.105 4.364 -4.130 -0.059 -0.232 -0.102
C 0.310 5.302 -4.663 0.229 0.170 -0.022
H 1.542 7.088 -4.539 0.025 -0.002 0.002
H 0.775 6.836 -6.106 0.031 -0.031 -0.016
H -0.613 7.646 -3.508 -0.004 -0.016 0.019
H -0.554 8.585 -4.992 -0.020 0.022 -0.012
H -2.685 6.955 -4.420 -0.088 -0.113 -0.047
H -2.121 7.140 -6.097 -0.004 -0.119 -0.059
H 0.931 4.574 -5.180 -0.103 -0.098 -0.015
H 0.363 5.144 -3.586 -0.040 -0.028 0.013
```
Positions in Å, forces in eV/Å.

## Properties
Total charge: +1
Energy above the lowest of the compared OMol25 structures with the same formula, charge and spin: 0.0 kJ/mol
LUMO: -2.15 eV
Highest occupied orbital energy: -11.0 eV
Kohn-Sham gap: 0.3255 Ha


- The highest LUMO belongs to which entry?
  C3H5N3


- Among the records above, which one has the highest Kohn-Sham gap?
  C3H5N3


- The highest LUMO belongs to which entry?
  C3H5N3